(1)
The following is a DFT calculation (ωB97M-V/def2-TZVPD) of 2 unconnected molecules or ions with the total composition C3H8N3S in a non-equilibrium geometry.

Atoms and positions in Å:
S: -0.980309 0.575487 -0.297486
N: 1.262785 -0.454022 -0.035347
N: -3.252818 -0.566076 0.089217
N: 0.316128 1.612619 -0.365233
C: 2.189442 -1.197250 0.322600
C: 1.535772 1.033646 -0.090176
C: -0.062843 -0.833571 -0.123878
H: 3.222827 -0.868160 0.318314
H: 2.278681 1.126803 -0.779881
H: -3.854819 -0.278252 0.749655
H: -3.718395 -0.112441 -0.746001
H: 2.168737 -2.256669 0.177424
H: 0.213552 2.631318 -0.185092
H: -3.321531 -1.636147 0.101702
H: 2.002795 1.222720 0.864187

Forces on the atoms, in the same order (eV/Å):
1.2 -2.0 0.4
-1.0 3.1 0.5
1.3 -2.2 -3.8
-0.6 2.9 -0.4
3.2 -2.7 -1.5
0.2 -1.7 2.0
-3.2 0.5 -0.3
-0.1 0.8 0.7
1.9 0.7 -2.4
-2.4 1.2 3.6
0.8 -1.5 0.7
-1.0 -0.7 0.7
-0.1 -1.3 -0.1
0.0 2.2 -0.6
-0.2 0.7 0.6

Largest force on an atom in Eh/bohr: 0.089
Orbital gap (spin up / spin down) in eV: 7.2 / 7.2
Charge: +1
Energy above the lowest of the compared OMol25 structures with the same formula, charge and spin in eV: 4.5129

(2)
The following is a DFT calculation (ωB97M-V/def2-TZVPD) of 6 unconnected molecules or ions with the total composition C26H57N2O8P in a non-equilibrium geometry.

Atoms and positions in Å:
P: -0.577175 4.498611 0.076462
O: 1.536802 -4.614951 0.613487
O: -0.294709 6.178163 0.566595
O: -3.400027 -2.962495 -5.633770
O: 5.063274 -3.818266 5.187916
O: -5.338664 5.899859 0.189670
O: -0.039252 0.089456 -2.343583
O: 3.656123 6.295612 2.515305
O: -1.003150 3.613640 1.536922
N: 2.072280 5.541869 -2.844068
N: 2.998667 1.089775 1.471162
C: 0.476568 -2.208307 -3.059102
C: -5.397866 -2.651964 -7.036743
C: -4.093635 5.710022 0.857094
C: 2.598365 2.261255 1.066661
C: -6.446312 6.275665 1.004598
C: 2.716068 -2.516383 1.126418
C: 5.029982 -1.358085 5.137624
C: 1.496919 -3.394401 1.348509
C: 5.919925 -3.964197 6.317713
C: -2.884207 -5.260259 -6.349289
C: 1.150420 3.916946 -0.595336
C: -4.126587 4.597420 1.890340
C: 5.169745 -4.067689 7.634180
C: -0.225701 -1.296527 -2.068124
C: 3.569157 4.657500 0.533389
C: 4.240090 -2.654731 5.160021
C: -0.534995 0.561680 -3.593969
C: -6.251009 7.605564 1.710960
C: 3.358850 6.151806 1.195113
C: -3.586476 -4.348478 -5.358311
C: 1.568710 5.020606 -1.743143
C: -3.895770 -2.490271 -6.884156
C: 2.609635 -5.504034 0.914790
C: 2.168092 3.824933 0.681600
C: 2.602457 -5.991626 2.352817
C: -2.037091 0.399987 -3.746556
H: -3.165661 -4.525377 -4.362683
H: -4.773101 4.854487 2.734375
H: -3.331228 -5.188495 -7.345021
H: 5.859974 -4.300889 8.450712
H: 1.341785 -3.595663 2.412972
H: 4.360220 -0.504888 4.990740
H: -1.828043 -4.988716 -6.444790
H: 1.532732 -1.936764 -3.154603
H: 0.029547 -2.136543 -4.054834
H: -5.458734 7.545322 2.462477
H: 0.195114 -1.473426 -1.072496
H: 2.490622 -6.367986 0.251864
H: -0.950790 2.636951 1.302218
H: -7.308955 6.358821 0.334536
H: -4.514064 3.672341 1.451674
H: -3.364869 5.445990 0.083246
H: 4.664511 -3.129563 7.881402
H: 3.365479 -6.762706 2.498884
H: 3.528705 -2.671549 5.991186
H: 0.001202 0.085675 -4.420468
H: 4.403693 -4.848033 7.583535
H: -7.171992 7.907037 2.219887
H: 2.813343 -5.176815 3.051184
H: -0.291556 1.628766 -3.639942
H: 4.357771 4.106909 1.241540
H: 2.890265 -2.358120 0.057332
H: -1.292448 -1.531290 -2.000353
H: 2.958828 7.102758 0.642812
H: 3.568632 -5.044984 0.656361
H: 0.370859 6.081761 1.335675
H: -6.682725 5.479258 1.716660
H: 0.986191 2.839465 -1.020754
H: 1.623322 -6.405071 2.618208
H: -5.966675 8.386640 0.997412
H: -3.652330 -1.423185 -6.930128
H: 0.609705 -2.853526 1.002157
H: 2.581388 -1.544679 1.611368
H: -5.681759 -3.706676 -7.092369
H: -3.750618 6.650928 1.298331
H: -3.122563 4.410124 2.283251
H: 6.657013 -3.155696 6.343823
H: -4.653223 -4.583242 -5.290540
H: 5.773354 -1.369610 4.333051
H: -5.743744 -2.164103 -7.953510
H: -3.359573 -2.966276 -7.710655
H: -5.924700 -2.215837 -6.180990
H: -2.563925 0.836114 -2.890804
H: -2.320984 -0.654725 -3.802182
H: -2.382969 0.887848 -4.663324
H: 1.607646 4.265555 1.631203
H: 4.049147 4.655088 -0.533104
H: 3.619254 -2.974024 1.540278
H: 3.645955 -2.718323 4.241865
H: 6.481556 -4.891612 6.162387
H: 5.567681 -1.202469 6.077182
H: 0.406503 -3.251368 -2.735622
H: -2.954272 -6.303319 -6.025809

Forces on the atoms, in the same order (eV/Å):
-1.9 1.4 -0.4
-0.1 0.0 -0.1
1.7 -4.0 1.7
0.1 0.1 0.1
0.0 -0.1 -0.1
0.0 0.0 -0.1
0.1 0.2 0.1
-2.0 -0.9 -8.2
2.1 0.0 -2.1
-4.9 -4.6 10.6
-3.7 10.8 -3.8
0.0 0.0 -0.3
-0.1 -0.2 0.0
-0.1 -0.1 0.0
2.5 -7.2 2.8
0.1 0.1 -0.2
0.2 -0.1 0.1
0.2 0.1 0.2
0.1 0.0 -0.2
-0.1 -0.1 -0.1
0.0 0.0 -0.3
0.8 0.4 0.7
-0.1 0.0 0.3
-0.2 0.2 0.1
0.1 -0.1 0.0
0.9 0.0 1.2
0.1 0.0 -0.1
-0.1 0.1 0.1
0.2 0.1 0.2
1.8 0.0 6.2
0.2 0.1 0.0
4.2 1.6 -8.0
-0.1 0.1 0.2
-0.2 -0.1 0.0
1.1 -0.5 0.5
0.0 0.2 0.2
-0.1 -0.3 0.1
0.0 0.3 -0.1
0.1 0.0 0.0
0.0 -0.1 0.1
-0.1 0.0 -0.1
0.1 0.0 0.1
0.1 -0.1 0.0
-0.1 0.0 0.1
-0.1 0.0 0.1
0.0 -0.1 0.1
-0.1 0.0 0.0
0.0 0.3 -0.1
-0.2 0.3 0.0
-0.2 1.5 0.4
0.3 -0.1 -0.1
0.1 0.1 0.0
-0.3 0.1 -0.1
0.1 -0.1 0.0
-0.1 0.1 0.0
0.0 0.1 0.1
-0.1 -0.1 0.0
0.2 0.0 0.0
0.1 0.0 -0.1
0.1 -0.1 0.0
0.1 -0.2 0.2
-1.8 1.5 -1.4
-0.1 0.0 0.1
0.0 0.0 -0.1
0.7 -1.9 0.7
0.0 0.0 0.1
-1.3 0.8 -1.3
0.0 0.0 0.1
0.4 2.2 0.2
0.1 0.0 -0.1
-0.1 -0.1 0.1
0.1 -0.2 0.2
0.0 -0.3 -0.1
0.0 -0.1 -0.1
0.0 0.1 -0.1
0.0 0.0 0.1
-0.2 0.0 -0.1
0.0 0.1 0.1
0.0 0.0 -0.1
-0.2 0.0 0.1
0.1 0.0 0.1
0.0 -0.1 0.0
0.1 0.0 -0.1
0.1 0.0 -0.1
0.0 0.1 -0.1
0.1 0.0 0.1
1.3 -1.3 -1.8
-1.4 0.2 1.9
0.0 0.1 0.0
0.2 -0.2 0.1
-0.2 0.1 -0.2
-0.1 0.1 0.0
0.0 0.1 0.0
0.0 0.1 0.0

Largest force on an atom in Eh/bohr: 0.244
Orbital gap in eV: 8.7
SMILES string: N#C[C@@H](CC=O)[C@H](C#N)P(O)O.CCOCC.CCOCC.CCOCC.CCOCC.CCOCC
Energy above the lowest of the compared OMol25 structures with the same formula, charge and spin in eV: 3.4409

(3)
The following is a DFT calculation (ωB97M-V/def2-TZVPD) of a single C4H4N2O molecule in a non-equilibrium geometry.

Atoms and positions in Å:
O: -2.727142 0.398790 -0.878659
N: -1.510996 -0.218173 -0.772983
N: 2.340573 0.670195 1.765192
C: -0.675240 0.277024 0.029096
C: 1.424177 -1.022971 -0.745884
C: 1.331480 0.240049 1.168799
C: 0.721464 -0.193829 0.013562
H: 0.972985 -1.440670 -1.545603
H: -3.228644 -0.510324 -1.252261
H: -0.998437 1.266053 0.660403
H: 2.452905 -1.471187 -0.572153

Forces on the atoms, in the same order (eV/Å):
-2.1 -4.2 -1.1
0.9 -0.8 -0.4
-7.4 -2.9 -3.2
-1.5 2.8 -0.1
1.8 -0.5 1.2
10.2 4.2 5.6
-1.4 -0.6 0.5
-1.5 -1.1 -2.8
1.3 4.2 1.3
1.1 -2.5 -1.3
-1.4 1.3 0.3

Largest force on an atom in Eh/bohr: 0.241
Orbital gap in eV: 9.3
SMILES string: C=C(C#N)/C=N/O
Energy above the lowest of the compared OMol25 structures with the same formula, charge and spin in eV: 4.9185

(4)
The following is a DFT calculation (ωB97M-V/def2-TZVPD) of a molecular structure, C46H37BaBrIN4O2PS2.

Atoms and positions in Å:
Ba: -0.698969 -1.423413 1.126423
I: 1.359898 1.995062 2.072361
Br: -4.990662 4.686326 4.229417
S: 0.111009 -3.017291 3.470519
S: -0.891863 0.248564 3.526827
P: 2.062519 0.925617 -1.113556
O: 0.578572 -3.836408 0.325540
O: 0.193627 -2.233613 -2.040476
N: -1.217792 -3.871698 9.369287
N: -3.393142 0.197306 0.468672
N: -3.102335 -2.179948 -0.971325
N: -2.541906 0.027485 9.381110
C: 4.211692 -2.079694 -2.960284
C: 2.336898 3.598886 1.101119
C: 3.400023 -0.176112 -1.707036
C: -0.524548 -2.193391 4.885154
C: -1.109027 -2.399073 7.246654
C: 3.198827 -1.180018 -2.650622
C: -5.086406 1.329257 1.817023
C: -1.551893 -1.068986 7.259758
C: 4.361815 3.922934 -2.652410
C: 5.640844 -1.018725 -1.355672
C: -1.173819 -3.216264 8.425745
C: 1.482631 -3.759021 -0.762413
C: 5.434843 -2.003899 -2.313204
C: -2.098186 -0.471729 8.445202
C: -3.872770 -1.190407 -1.433899
C: 2.366359 4.704838 1.910226
C: -4.505358 3.298334 3.040830
C: -3.599199 -3.426595 -2.955681
C: -0.347882 1.601772 -2.184862
C: 2.979094 2.552798 -1.167951
C: 3.625422 4.827027 -0.542590
C: -3.207657 3.236694 2.558277
C: 1.249428 1.105214 -3.899921
C: 4.314550 4.954636 -1.769412
C: -0.980987 1.797921 -4.492686
C: -5.448126 2.349576 2.683158
C: 3.683555 2.738342 -2.335723
C: 3.633355 5.945603 0.325649
C: 2.953352 3.609881 -0.192829
C: -2.847366 2.203931 1.712295
C: 4.635892 -0.113370 -1.058078
C: -1.301125 1.905620 -3.147088
C: -0.407569 -1.910968 -3.282694
C: 3.007803 5.895849 1.528473
C: -1.460529 -0.320772 6.097470
C: 0.941989 1.204597 -2.544439
C: -0.607174 -2.931169 6.071336
C: -4.370657 -2.387221 -3.442513
C: 0.761166 -3.531205 -2.066973
C: -4.094275 -0.017013 -0.560558
C: -0.949264 -0.844995 4.907269
C: -2.978184 -3.266769 -1.723416
C: -3.787416 1.257211 1.328137
C: -4.513654 -1.249305 -2.664174
C: 0.019818 -5.123974 0.543048
C: 0.295191 1.394657 -4.864731
H: 4.898133 4.007347 -3.588253
H: 1.470983 -3.622076 -2.898974
H: -2.289859 2.228043 -2.844532
H: -0.609076 -5.049024 1.428077
H: 6.223946 -2.704332 -2.553172
H: 2.237988 0.798594 -4.216061
H: 0.552541 1.312628 -5.913288
H: 1.890967 4.657205 2.880696
H: 4.814040 0.654199 -0.313971
H: -6.450640 2.400332 3.083752
H: 3.726369 1.932697 -3.055153
H: -0.573481 -5.457303 -0.315334
H: 0.812075 -5.851664 0.735202
H: -5.805423 0.565485 1.548028
H: -0.601796 1.691481 -1.132270
H: -4.860729 -2.463643 -4.403937
H: 4.044117 -2.839769 -3.714192
H: 4.807832 5.894925 -1.983634
H: -4.925065 0.640327 -0.835025
H: -1.828799 2.138167 1.349677
H: -2.364468 -4.062281 -1.313338
H: -0.269325 -3.958425 6.060479
H: 4.154137 6.838832 0.003652
H: -0.029199 -4.278975 -2.218712
H: -2.474740 3.971349 2.860159
H: 2.100201 -4.660834 -0.816075
H: 2.244492 -1.257792 -3.151793
H: -5.124446 -0.418655 -2.992947
H: 6.589604 -0.953910 -0.839104
H: -1.161948 -2.653959 -3.557733
H: -3.476026 -4.344779 -3.513232
H: -0.875479 -0.934714 -3.185213
H: 3.006922 6.745715 2.197619
H: -1.717968 2.034045 -5.249447
H: -1.798946 0.706430 6.104774
H: 2.138569 -2.907310 -0.568071
H: 0.344023 -1.871281 -4.078451

Forces on the atoms, in the same order (eV/Å):
-0.1 0.1 -0.5
-0.1 0.0 0.1
0.0 0.0 0.0
-0.1 0.1 -0.1
-0.2 -0.1 0.3
0.1 0.0 0.0
-0.1 0.1 0.0
-0.2 -0.1 0.1
0.0 0.0 0.0
0.3 0.0 0.1
0.3 0.0 0.1
0.0 0.0 0.0
0.0 0.0 0.0
0.0 -0.1 -0.1
0.0 0.0 0.0
0.0 -0.1 0.0
0.0 0.0 0.0
0.0 0.0 0.0
0.0 0.0 0.0
0.0 0.0 0.0
0.0 0.0 0.0
0.0 0.0 0.0
0.0 0.1 0.0
0.0 0.0 0.0
0.0 0.0 0.0
0.0 0.0 0.0
0.0 0.1 0.0
0.0 0.0 0.0
0.0 0.0 0.0
0.0 0.0 0.0
0.0 0.0 0.0
0.0 0.0 0.0
0.0 0.0 0.0
0.0 0.0 0.0
0.0 0.0 0.0
0.0 0.0 0.0
0.0 0.0 0.0
0.0 0.0 0.0
0.0 0.0 0.0
0.0 0.0 0.0
0.0 0.0 0.0
0.0 0.0 0.0
0.0 0.0 0.0
0.0 0.0 0.0
0.0 0.0 0.0
0.0 0.0 0.0
0.0 0.0 0.0
-0.1 0.0 0.0
0.0 0.0 0.0
0.0 0.0 0.0
0.1 0.0 0.0
-0.1 -0.1 0.0
0.1 0.0 0.0
-0.1 -0.1 0.1
0.0 0.1 -0.1
0.0 0.0 0.0
0.1 0.0 0.1
0.0 0.0 0.0
0.0 0.0 0.0
0.0 0.0 0.0
0.0 0.0 0.0
0.0 0.0 0.0
0.0 0.0 0.0
0.0 0.0 0.0
0.0 0.0 0.0
0.0 0.0 0.0
0.0 0.0 0.0
0.0 0.0 0.0
0.0 0.0 0.0
0.0 0.0 0.0
0.0 0.0 0.0
0.0 0.0 0.0
0.0 0.0 0.0
0.0 0.0 0.0
0.0 0.0 0.0
0.0 0.0 0.0
0.0 0.0 0.0
0.0 0.0 0.0
0.0 0.0 0.0
0.0 0.0 0.0
0.0 0.0 0.0
0.0 0.0 0.0
0.0 0.0 0.0
0.0 0.0 0.0
0.0 0.0 0.0
0.0 0.0 0.0
0.0 0.0 0.0
0.1 0.0 0.0
0.0 0.0 0.0
0.0 0.0 0.0
0.0 0.0 0.0
0.0 0.0 0.0
0.0 0.0 0.0
0.0 0.0 0.0
0.0 0.0 0.0

Largest force on an atom in Eh/bohr: 0.011
Orbital gap in eV: 5.4
Energy above the lowest of the compared OMol25 structures with the same formula, charge and spin in eV: 0.9388